The following is a DFT calculation (wB97M-V/def2-TZVPD) of a 9-piece molecular cluster, C33H36Cl6N6 overall.

The geometry in XYZ format:
```
81
Properties=species:S:1:pos:R:3
N -0.3694 5.6487 4.7584
C -1.3285 4.7406 4.9317
C -1.6056 3.7098 4.0417
C -0.8195 3.5970 2.9023
C 0.1645 4.5500 2.6752
C 0.3429 5.5326 3.6299
H -1.9204 4.8466 5.8338
H -2.3697 2.9749 4.2536
H -1.0147 2.7000 2.3262
H 0.7942 4.5489 1.7965
H 1.0477 6.3273 3.4117
N -5.7125 -0.7954 4.2453
C -4.7756 -1.7305 4.3656
C -3.4514 -1.5761 3.9402
C -3.2036 -0.4035 3.2656
C -4.1605 0.5899 3.0877
C -5.4321 0.3160 3.5589
H -5.0543 -2.6462 4.8753
H -2.6692 -2.3151 4.0268
H -2.2415 -0.1469 2.8399
H -3.9295 1.4465 2.4692
H -6.2318 1.0325 3.4082
N -4.1124 0.2392 -0.5237
C -5.1242 1.0695 -0.7613
C -6.4527 0.7984 -0.4461
C -6.7071 -0.3915 0.2017
C -5.6859 -1.2934 0.4499
C -4.4051 -0.9583 0.0022
H -4.8654 1.9524 -1.3347
H -7.2416 1.4745 -0.7399
H -7.7170 -0.6104 0.5323
H -5.8008 -2.2530 0.9326
H -3.6794 -1.7521 0.1377
N 4.0687 0.2858 0.9939
C 5.2608 -0.3081 1.0798
C 5.4669 -1.4709 1.7917
C 4.3955 -2.0628 2.4538
C 3.1594 -1.4771 2.3523
C 3.0579 -0.2575 1.6867
H 6.0601 0.1100 0.4763
H 6.4529 -1.9073 1.8919
H 4.5355 -2.9858 3.0015
H 2.2852 -1.8907 2.8383
H 2.1410 0.3083 1.5943
N 2.8143 -4.7024 -2.0116
C 4.0867 -5.0440 -2.2279
C 5.1388 -4.1492 -2.1142
C 4.8710 -2.8220 -1.8450
C 3.5412 -2.4569 -1.6502
C 2.5503 -3.4119 -1.7647
H 4.2295 -6.0819 -2.4973
H 6.1325 -4.5577 -2.2545
H 5.5902 -2.0163 -1.7866
H 3.2664 -1.4303 -1.4449
H 1.5092 -3.1897 -1.5771
N 3.8593 3.5221 -5.7701
C 2.8288 3.2024 -4.9784
C 2.9793 2.5455 -3.7797
C 4.2377 2.1205 -3.3956
C 5.2990 2.3612 -4.2448
C 5.0615 3.0637 -5.4363
H 1.8649 3.5710 -5.3076
H 2.0865 2.3449 -3.2011
H 4.4030 1.6363 -2.4402
H 6.3286 2.1485 -3.9876
H 5.8573 3.1257 -6.1679
C -2.0307 0.5383 -4.2125
Cl -3.3600 1.6999 -4.4070
Cl -2.7129 -1.1029 -4.2053
H -1.3201 0.7552 -4.9992
H -1.6321 0.7014 -3.2205
C -0.6482 0.4307 -0.7501
Cl -0.5241 0.3827 1.0145
Cl 0.9804 0.4359 -1.4271
H -1.2770 -0.3946 -1.0699
H -1.0968 1.3741 -1.0422
C -1.1367 -4.9550 -1.0672
Cl -2.3186 -5.3582 0.1575
Cl -1.0473 -3.1758 -1.2892
H -0.1354 -5.3008 -0.8310
H -1.4284 -5.3772 -2.0223
```

Results
E_LUMO: 0.38 eV
Orbital gap: 10.046 eV
Strongest force on any atom: 1.55 eV Å⁻¹
Total energy: -4368.70544 Ha